C27H28FN7O2 | ωB97M-V/def2-TZVPD

Geometry as XYZ:
```
65
Properties=species:S:1:pos:R:3:forces:R:3:mulliken_charge:R:1
C 1.27379 1.14461 0.76367 0.02 -0.07 0.01 -1.201
C 1.92487 0.38172 -0.35067 -0.07 -0.03 -0.03 1.158
C 3.13656 0.80888 -0.87981 -0.01 -0.07 0.04 -0.971
C 3.75523 0.12654 -1.91108 0.04 -0.07 -0.03 -0.864
C 3.17380 -1.01526 -2.43354 0.05 0.00 -0.02 -1.030
C 1.96669 -1.45793 -1.92796 -0.03 0.03 0.18 -0.226
C 1.33498 -0.75682 -0.90794 0.45 -0.02 -0.28 -0.820
N 0.09187 -1.24361 -0.40150 0.36 0.17 0.54 1.617
C -1.03844 -1.32693 -1.13612 -0.14 0.44 -0.55 0.762
O -2.03902 -1.89932 -0.76245 -0.13 -0.23 -0.15 -0.575
C -1.05066 -0.61600 -2.50262 -0.58 -0.68 0.05 -1.274
N -0.33001 0.61167 -2.55361 0.19 0.81 -0.17 1.293
N 0.62008 0.85344 -3.42306 0.02 -0.83 -0.62 -0.886
N 1.06128 2.03293 -3.18672 0.32 0.59 -0.08 -0.310
C 0.35070 2.51529 -2.14624 -0.55 -0.90 -0.05 0.515
C 0.56618 3.81267 -1.54510 0.05 0.41 0.23 0.051
C 1.63550 4.59630 -1.97554 -0.21 -0.13 0.11 -0.409
C 1.86671 5.82907 -1.39888 -0.06 0.21 0.18 -0.681
C 1.01932 6.26350 -0.39325 0.00 -0.12 -0.06 0.400
F 1.24300 7.46447 0.17475 -0.02 -0.11 -0.06 -0.326
C -0.05028 5.50352 0.04904 0.12 0.21 0.04 -0.743
C -0.27473 4.27172 -0.53305 0.18 -0.03 -0.18 -0.222
N -0.54674 1.61892 -1.73822 -0.13 0.52 0.26 -0.765
C 0.21340 -2.05372 0.81979 -0.25 -0.44 0.18 1.551
C -1.00643 -1.95307 1.76586 0.51 0.40 -0.25 -0.763
O -1.32467 -2.88751 2.46499 -0.12 -0.30 0.16 -0.681
N -1.54092 -0.72174 1.81609 -0.09 0.47 0.05 0.467
C -2.76285 -0.37087 2.54602 -0.15 -0.07 0.25 1.480
C -2.50992 -0.53363 4.04580 -0.04 -0.02 -0.17 -1.764
C -3.07066 1.08813 2.21134 0.08 -0.27 0.04 -1.857
C -3.90832 -1.27742 2.09183 0.15 0.05 0.02 -1.630
C 0.52854 -3.48221 0.44416 0.13 -0.09 0.09 -0.019
C -0.46675 -4.38008 0.07915 0.11 -0.10 -0.04 -0.392
C -0.08848 -5.65699 -0.30817 -0.33 0.24 -0.02 -0.576
N 1.16713 -6.06634 -0.36029 0.22 -0.50 -0.12 -0.636
C 2.11116 -5.21093 -0.01035 0.23 0.16 0.04 -0.576
C 1.84986 -3.91322 0.39919 -0.24 0.01 0.01 -0.259
H 1.81066 2.07217 0.94696 0.02 0.05 0.05 0.485
H 1.26549 0.56538 1.68668 -0.04 0.01 0.12 0.379
H 0.24479 1.39304 0.50697 -0.02 0.02 0.07 -0.017
H 3.59384 1.70073 -0.47679 0.04 0.10 0.05 0.498
H 4.69099 0.48830 -2.30741 0.10 0.04 -0.05 0.439
H 3.65296 -1.55817 -3.23252 0.05 -0.05 -0.10 0.448
H 1.50171 -2.35140 -2.31866 -0.05 -0.11 -0.03 0.537
H -2.10488 -0.44039 -2.74211 0.22 -0.06 0.06 0.451
H -0.61987 -1.27466 -3.26076 -0.05 0.11 0.07 0.290
H 2.27204 4.22105 -2.76113 0.09 0.01 -0.08 0.510
H 2.68670 6.45417 -1.71480 0.07 0.08 -0.01 0.449
H -0.68804 5.88146 0.83230 -0.05 0.06 0.07 0.454
H -1.10429 3.65919 -0.21599 -0.10 -0.05 0.06 0.591
H 1.06615 -1.64852 1.37796 -0.15 -0.02 -0.10 0.623
H -1.25318 -0.05744 1.11537 0.08 -0.13 -0.03 -0.291
H -2.22847 -1.56054 4.25906 0.00 -0.05 0.07 0.390
H -1.70710 0.12496 4.37062 0.07 0.09 0.04 0.357
H -3.40994 -0.29190 4.60401 -0.13 0.05 0.09 0.468
H -3.25298 1.20400 1.14435 -0.03 0.04 -0.15 0.400
H -3.95848 1.41292 2.74663 -0.09 0.03 0.05 0.487
H -2.24123 1.73106 2.50136 0.10 0.09 0.03 0.373
H -4.84290 -0.96325 2.54824 -0.13 0.05 0.08 0.484
H -4.00680 -1.24142 1.00933 -0.05 0.02 -0.11 0.305
H -3.69986 -2.30323 2.38080 -0.04 -0.09 0.01 0.390
H -1.50397 -4.09135 0.10017 -0.07 -0.03 0.04 0.450
H -0.82999 -6.39013 -0.59662 -0.14 0.00 0.00 0.378
H 3.12582 -5.58377 -0.06367 0.12 0.05 0.03 0.407
H 2.65909 -3.25203 0.67415 0.08 0.05 0.04 0.428
```
Forces are in eV/Å.

## Properties
Energy, eV: -45697.4833
Maximum force, eV/Å: 1.1
Relative energy (zero: lowest compared OMol25 entry of this formula, charge and spin), kcal/mol: 0.0
SMILES: Cc1ccccc1N(C(=O)Cn1nnc(-c2ccc(F)cc2)n1)[C@@H](C(=O)NC(C)(C)C)c1ccncc1
Spin multiplicity: 1
HOMO, eV: -9.2

C3H12FHfN6O3 | ωB97M-V/def2-TZVPD

Geometry as XYZ:
```
26
Properties=species:S:1:pos:R:3:forces:R:3:mulliken_charge:R:1
Hf 5.62137 -1.01417 -1.35624 -1.91 0.86 -0.35 1.664
F 2.48244 0.55817 -1.92664 1.77 -1.06 0.41 -0.644
C -2.46567 -0.02765 -3.25301 -1.08 -0.56 -1.17 0.713
O -3.66464 -0.13817 -3.17786 -1.33 0.15 0.38 -0.322
N -1.63757 -0.66617 -2.44438 2.10 -0.90 1.76 -0.217
N -1.84993 0.64915 -4.21024 1.79 1.36 -1.71 -0.242
H -0.72229 -0.26839 -2.28908 0.26 0.03 0.16 0.204
H -1.85073 -1.46260 -1.86096 -0.69 0.05 -0.04 0.261
H -0.88135 0.92072 -4.11967 0.19 0.03 0.43 0.217
H -2.17242 0.92473 -5.12684 -1.14 -0.12 0.14 0.278
C 1.85192 -4.11780 1.56832 1.93 -0.08 0.13 0.681
O 2.76351 -3.66196 0.85756 -0.73 0.12 -0.11 -0.587
N 1.69997 -3.74874 2.82987 -0.83 1.74 2.63 -0.308
N 1.09967 -5.16649 1.26914 -0.76 -1.85 -1.92 -0.365
H 2.05151 -2.89412 3.23749 0.45 -0.03 -0.58 0.239
H 1.06875 -4.20448 3.47328 0.02 -0.36 -0.27 0.209
H 1.42586 -5.72635 0.49438 -0.17 0.12 -0.23 0.260
H 0.49629 -5.68559 1.89089 0.17 0.40 0.33 0.241
C -0.73242 4.02958 2.06060 1.68 -2.08 -0.77 0.780
O -0.81416 3.08321 2.81608 -0.20 -1.52 1.48 -0.399
N -1.35772 5.12953 2.24622 -3.12 3.24 1.41 -0.286
N 0.07102 4.10206 1.02837 1.33 -0.26 -2.30 -0.337
H -2.04429 5.12978 2.98698 -0.18 0.52 0.08 0.273
H -1.04760 5.97961 1.79757 -0.19 0.27 0.47 0.248
H 0.72005 3.37340 0.76775 -0.17 0.17 0.01 0.228
H -0.11157 4.90275 0.44042 0.81 -0.26 -0.38 0.211
```
Forces are in eV/Å.

## Properties
Energy, eV: -22370.3374
Charge: +3
Maximum force, eV/Å: 4.7
Relative energy (zero: lowest compared OMol25 entry of this formula, charge and spin), kcal/mol: 306.1
Spin multiplicity: 1
HOMO, eV: -17.4

C3H4N2O3 | ωB97M-V/def2-TZVPD

Geometry as XYZ:
```
12
Properties=species:S:1:pos:R:3:forces:R:3:mulliken_charge:R:1
C 1.32669 -0.47915 0.70612 -1.02 -0.74 -0.48 -0.650
C 2.35245 0.26294 0.34042 0.56 0.96 0.18 0.340
C 2.38376 1.69858 0.18362 -0.68 -0.51 0.63 0.251
N 2.28365 2.83432 0.08413 0.09 0.36 -0.13 -0.383
N 3.65968 -0.30558 0.03868 -0.72 -1.70 -1.18 0.903
O 3.62847 -1.50645 -0.21870 0.83 0.67 0.37 -0.558
O 4.59894 0.44284 -0.02229 0.36 -0.15 0.19 -0.535
H 1.29420 -1.60376 0.58351 0.41 1.61 0.57 0.295
H 0.42055 0.07633 0.96815 0.20 -0.47 -0.15 0.328
O -1.46396 0.07473 -0.55185 1.58 -2.92 0.68 -0.623
H -1.49425 -0.95747 -0.56828 -0.62 3.18 -0.27 0.330
H -2.24756 0.49468 -0.86960 -0.99 -0.28 -0.41 0.302
```
Forces are in eV/Å.

## Properties
Energy, eV: -12293.9028
Maximum force, eV/Å: 3.4
Relative energy (zero: lowest compared OMol25 entry of this formula, charge and spin), kcal/mol: 117.4
SMILES: C=C(C#N)[N+](=O)[O-].O
Spin multiplicity: 1
HOMO, eV: -11.2

C55H55CsN9O4P | ωB97M-V/def2-TZVPD

Geometry as XYZ:
```
125
Properties=species:S:1:pos:R:3:forces:R:3:mulliken_charge:R:1
Cs -0.16524 0.20075 0.54679 -1.32 -0.24 -1.17 0.084
C -2.14888 2.78106 4.11464 0.03 0.01 -0.01 -1.095
C -1.75303 2.12250 2.93611 0.01 0.02 0.02 -0.119
N -1.83958 0.82548 2.77406 -0.43 0.14 0.47 0.819
C -2.32191 0.05385 3.77651 0.07 0.02 0.03 -0.128
C -2.67782 0.61407 5.03098 0.01 0.03 0.01 1.262
C -2.59729 2.02034 5.15545 0.00 -0.04 0.03 -1.098
C -3.06783 -0.21604 6.10662 -0.02 -0.02 0.01 -1.068
C -3.05825 -1.57476 5.91008 0.00 0.00 -0.01 -0.716
C -2.75452 -2.15208 4.67492 -0.02 -0.03 0.05 -1.210
C -2.43709 -1.38583 3.53699 0.03 -0.04 -0.09 0.262
N -2.15673 -1.83500 2.30638 0.00 0.26 -0.09 0.492
C -2.49666 -3.07706 1.87992 0.04 -0.04 0.01 0.022
C -3.55836 -3.85532 2.34704 -0.01 -0.03 0.00 -0.934
C -3.79610 -5.15787 1.88104 -0.02 0.01 0.02 -0.843
C -3.00572 -5.74006 0.92876 0.03 0.00 0.04 -1.115
C -1.97248 -4.96852 0.34345 -0.03 -0.02 -0.04 1.391
C -1.15094 -5.46930 -0.69503 0.01 0.01 -0.03 -1.395
C -0.21621 -4.66968 -1.27853 -0.07 -0.06 -0.03 -0.998
C -0.11558 -3.33433 -0.83794 -0.01 -0.02 0.02 -1.169
N -0.83860 -2.84493 0.14039 0.08 0.02 -0.02 1.101
C -1.74371 -3.64095 0.76854 -0.02 0.08 -0.04 -0.125
H -2.07700 3.85930 4.18540 0.01 0.01 0.01 0.550
H -1.34206 2.68956 2.10205 -0.01 -0.04 0.06 0.205
H -2.88320 2.47664 6.09775 -0.01 0.00 0.00 0.331
H -3.33363 0.22466 7.05969 0.00 0.00 0.01 0.339
H -3.30558 -2.23115 6.73911 0.01 -0.01 -0.01 0.345
H -2.75673 -3.22901 4.58722 0.00 0.03 0.05 0.613
H -4.21515 -3.43749 3.09754 0.00 -0.06 -0.01 0.701
H -4.62059 -5.72003 2.30853 -0.01 0.01 0.00 0.337
H -3.15964 -6.76279 0.60722 -0.02 -0.01 -0.04 0.389
H -1.28473 -6.49689 -1.01758 0.00 0.00 0.01 0.342
H 0.44073 -5.02971 -2.05890 0.01 0.01 0.01 0.493
H 0.59809 -2.65554 -1.29834 0.02 0.03 -0.01 1.123
C -1.85566 2.46969 -3.19891 -0.02 0.00 -0.02 -0.667
C -1.70010 1.47624 -4.31040 0.02 0.02 0.09 1.284
C -2.71614 1.31384 -5.24972 0.01 0.03 -0.02 -0.864
C -2.64126 0.36048 -6.25022 0.05 0.00 0.00 -0.826
C -1.52847 -0.47013 -6.30080 -0.05 0.00 -0.02 -0.838
C -0.50219 -0.34578 -5.37983 0.07 0.06 0.01 2.050
C 0.68921 -1.25996 -5.42335 -0.04 -0.02 -0.04 -1.243
C -0.55597 0.65280 -4.37801 -0.08 -0.02 -0.05 -1.513
N 0.49020 0.64396 -3.46759 -0.13 -0.12 0.15 0.285
C 1.16224 1.72589 -3.15420 0.14 -0.04 0.04 0.159
O 1.01097 2.91720 -3.51067 0.02 0.13 -0.17 -0.874
C 2.43469 1.43402 -2.35391 0.05 0.07 -0.01 0.194
C 3.47846 2.34973 -2.48591 -0.01 0.03 0.10 -0.583
C 4.70521 2.05728 -1.91514 0.01 0.00 -0.01 -1.058
C 4.86582 0.84929 -1.25936 0.01 0.03 0.05 -0.814
C 3.77055 0.00006 -1.15691 0.00 -0.26 -0.05 0.803
N 2.56997 0.29967 -1.66352 0.08 0.04 0.06 0.457
C 4.00043 -1.40937 -0.58253 0.01 0.05 -0.08 -0.644
O 5.18910 -1.73031 -0.37253 0.09 -0.04 -0.03 -0.829
N 2.90747 -2.12477 -0.42313 -0.10 -0.01 0.18 1.203
C 2.98535 -3.50578 -0.31258 0.12 -0.02 -0.04 -1.374
C 2.51229 -4.17717 0.82851 0.00 0.03 0.06 1.703
C 2.06452 -3.38902 2.02574 -0.01 -0.03 -0.01 -1.590
C 2.46192 -5.56556 0.84555 -0.01 -0.01 0.01 -0.653
C 2.86591 -6.31661 -0.24675 0.03 0.02 0.02 -0.898
C 3.33234 -5.65517 -1.37512 0.00 -0.05 -0.01 -0.878
C 3.39816 -4.27099 -1.42549 0.04 0.05 -0.01 1.428
C 3.87204 -3.56666 -2.66359 0.01 -0.03 0.00 -1.432
H -2.81525 2.98732 -3.27331 -0.05 -0.03 0.03 0.345
H -1.04135 3.19420 -3.21640 -0.01 0.02 0.00 0.201
H -1.81610 1.96440 -2.23002 0.06 -0.04 -0.04 -0.048
H -3.58976 1.95330 -5.17863 -0.03 0.01 0.01 0.352
H -3.44437 0.25255 -6.96892 -0.02 -0.02 -0.01 0.351
H -1.46042 -1.24194 -7.06081 0.00 -0.01 -0.01 0.294
H 0.53879 -2.05541 -6.15651 0.00 0.00 0.00 0.383
H 0.87153 -1.69493 -4.44041 0.01 -0.01 0.02 0.032
H 1.59727 -0.71127 -5.68124 0.03 0.02 0.01 0.282
H 3.28850 3.25546 -3.04465 0.00 -0.01 -0.02 0.684
H 5.53839 2.74603 -2.01286 -0.01 0.01 0.01 0.366
H 5.80607 0.52001 -0.84054 0.00 0.00 -0.01 0.575
H 2.90023 -2.82697 2.45487 0.01 0.01 0.01 0.361
H 1.67420 -4.04968 2.80188 0.00 0.01 0.00 0.450
H 1.27946 -2.67817 1.76166 -0.01 0.02 -0.01 0.285
H 2.08385 -6.06244 1.73282 -0.01 -0.01 0.02 0.343
H 2.81883 -7.39850 -0.21936 -0.02 -0.02 -0.01 0.374
H 3.64107 -6.22543 -2.24612 0.02 0.00 -0.01 0.302
H 4.01847 -4.27458 -3.48146 -0.02 -0.01 -0.02 0.429
H 4.81413 -3.04796 -2.47514 0.02 0.01 0.01 0.258
H 3.15048 -2.80575 -2.97106 -0.02 0.02 -0.02 0.116
C 1.80826 6.50210 -0.52991 -0.04 -0.01 0.01 -0.618
C 0.50934 6.91092 -0.23601 0.04 0.02 0.00 -0.599
C -0.50332 5.97615 -0.11765 -0.07 0.04 0.04 -0.338
C -0.20561 4.62681 -0.27322 -0.26 -0.17 0.02 -0.625
C 1.08578 4.21448 -0.55661 0.05 -0.09 -0.03 1.016
C 2.09300 5.15609 -0.70065 -0.03 0.03 -0.01 -1.031
N -1.17378 3.57914 -0.13098 -0.89 0.29 -0.22 1.319
N -2.36217 3.93558 -0.28919 0.92 -0.23 0.21 -0.594
C -3.32741 2.87714 -0.13145 0.18 0.09 -0.04 -0.020
C -4.64953 3.28461 -0.06536 -0.03 0.07 0.01 -0.804
C -5.62465 2.31156 0.08612 -0.01 -0.03 -0.01 -0.509
C -5.23747 0.98506 0.15100 0.01 0.03 0.02 -0.849
C -3.88229 0.68260 0.05923 0.00 -0.08 0.01 -0.266
N -2.94625 1.60992 -0.08051 0.02 0.14 0.00 0.816
H 2.59699 7.23804 -0.62577 0.00 0.01 -0.01 0.374
H 0.28963 7.96346 -0.10197 0.00 -0.01 0.00 0.361
H -1.52197 6.26824 0.09872 0.00 0.01 0.02 0.480
H 1.28432 3.16079 -0.69231 0.02 -0.01 0.00 0.380
H 3.09408 4.83184 -0.95305 0.00 -0.03 0.01 0.364
H -4.88351 4.33785 -0.13289 0.00 0.01 0.00 0.540
H -6.67057 2.58671 0.14406 0.00 0.00 0.01 0.355
H -5.95996 0.18967 0.26709 0.00 -0.02 -0.01 0.489
H -3.53933 -0.34469 0.10126 0.02 -0.04 0.02 0.184
O -2.50522 -1.43528 -2.53052 -0.18 -0.06 0.19 -0.801
H -1.89759 -1.85117 -1.90720 0.04 0.02 -0.02 0.309
H -1.97342 -0.79961 -3.02312 0.12 0.06 -0.11 0.362
O 2.25930 -0.09063 1.60435 1.10 -0.23 0.53 -0.439
H 2.77466 -0.91023 1.61986 -0.10 -0.09 -0.15 0.089
H 2.23754 0.10593 0.65799 0.64 -0.13 -0.01 -0.393
C 1.75632 4.21332 3.13529 0.00 -0.09 -0.04 -1.383
P 2.02519 2.48392 2.51389 -0.12 0.60 0.16 1.617
C 2.07182 1.65064 4.15400 0.00 0.01 -0.06 -1.326
C 3.82589 2.63877 2.16755 -0.03 -0.05 0.03 -1.281
H 2.45449 4.47780 3.93567 0.00 0.01 0.00 0.436
H 0.73604 4.30770 3.51320 -0.01 0.00 0.01 0.248
H 1.87406 4.92000 2.31119 -0.01 0.01 -0.02 0.263
H 2.76438 2.16047 4.82968 0.00 -0.01 0.03 0.390
H 2.37614 0.61373 4.03150 0.00 -0.02 -0.02 0.302
H 1.07143 1.66287 4.59097 -0.02 0.00 0.01 0.283
H 4.36084 3.01795 3.04329 0.03 0.00 -0.01 0.420
H 3.97016 3.33027 1.33523 0.00 0.01 -0.01 0.276
H 4.23538 1.67252 1.87693 -0.01 -0.02 0.00 0.288
```
Forces are in eV/Å.

## Properties
Energy, eV: -89369.3485
Charge: -2
Maximum force, eV/Å: 1.8
Relative energy (zero: lowest compared OMol25 entry of this formula, charge and spin), kcal/mol: 0.0
Spin multiplicity: 1
HOMO, eV: -1.9